# C23H50AsFIrNO4Si3

C23H50AsFIrNO4Si3 as an isolated structure (the ωB97M-V functional and the def2-TZVPD basis, OMol25).

Values from the calculation:
Lowest unoccupied orbital energy (alpha / beta)   -10.31 / -10.58 eV
<S²>   0.770
2S+1   2
Charge   +3
ΔE to the lowest compared entry with this formula, charge and spin   0.464 eV
Calculated total energy   -4569.6246 Ha
Orbital gap (alpha / beta)   7.39 / 7.13 eV

Positions of all 84 atoms, in Å:
Ir (-1.039979, -0.289251, 0.850994)
C (-2.901698, 1.001845, 2.904992)
C (-3.843566, 0.673047, 1.782596)
O (-3.444934, -0.555723, 1.145797)
C (-3.869304, -1.768813, 1.804483)
C (-2.673998, -2.674207, 1.944147)
O (-1.580351, -1.849806, 2.432840)
C (-0.439665, -2.654293, 2.784963)
C (0.573413, -1.695946, 3.337943)
O (0.656081, -0.579239, 2.414394)
C (0.742416, 0.717560, 3.037855)
C (-0.601629, 1.133933, 3.543578)
O (-1.511546, 1.067887, 2.407949)
H (-2.920103, 0.226224, 3.671926)
H (-3.132794, 1.964943, 3.360863)
H (-3.828458, 1.438466, 1.009638)
H (-4.867021, 0.608152, 2.154716)
H (-4.632661, -2.250030, 1.193316)
H (-4.305020, -1.524254, 2.773897)
H (-2.373942, -3.124436, 0.999752)
H (-2.872327, -3.458866, 2.675105)
H (-0.090863, -3.157916, 1.883815)
H (-0.721477, -3.400531, 3.529320)
H (1.554598, -2.165906, 3.408231)
H (0.294377, -1.330154, 4.325752)
H (1.068767, 1.393180, 2.250981)
H (1.494416, 0.714369, 3.828853)
H (-0.590089, 2.155752, 3.924906)
H (-0.982009, 0.470878, 4.321108)
C (-0.445808, 0.224449, -3.663752)
Si (0.748061, -0.992220, -2.931102)
C (0.114788, -2.722473, -2.771080)
C (2.328772, -0.910619, -3.891420)
As (1.245404, -0.234227, -0.605506)
Si (2.854458, -1.945111, 0.217930)
C (4.026601, -2.079090, -1.215043)
C (3.781734, -1.359763, 1.724666)
C (2.004882, -3.582327, 0.470303)
Si (2.509694, 1.924004, -0.655584)
C (3.576722, 2.093460, 0.855488)
C (1.328950, 3.349602, -0.801140)
C (3.545475, 1.815114, -2.186787)
H (-0.480109, 0.073622, -4.746102)
H (-0.126063, 1.255077, -3.490190)
H (-1.458627, 0.091876, -3.294915)
H (-0.117811, -3.088578, -3.776259)
H (-0.785078, -2.788430, -2.167483)
H (0.874259, -3.391312, -2.362025)
H (2.018859, -1.206189, -4.902094)
H (3.103659, -1.607381, -3.586702)
H (2.750313, 0.085341, -3.977887)
H (4.392538, -1.141557, -1.628345)
H (3.637573, -2.706589, -2.015565)
H (4.892469, -2.600440, -0.788655)
H (4.637900, -0.748398, 1.440110)
H (4.186033, -2.238418, 2.236491)
H (3.183974, -0.794498, 2.435252)
H (1.076476, -3.694462, -0.090034)
H (1.824766, -3.800478, 1.522416)
H (2.693979, -4.355033, 0.116760)
H (3.048947, 1.938364, 1.791373)
H (3.971607, 3.113712, 0.873845)
H (4.434395, 1.422564, 0.835018)
H (0.926806, 3.636710, 0.171049)
H (0.511710, 3.154228, -1.495407)
H (1.879668, 4.215689, -1.178846)
H (4.137418, 0.909077, -2.295762)
H (4.251669, 2.650698, -2.118348)
H (2.949881, 1.976972, -3.084170)
C (-4.071503, 3.757620, -2.889016)
C (-3.285934, 2.807502, -2.048315)
C (-3.317143, 1.429623, -2.258819)
C (-2.572875, 0.585720, -1.467012)
N (-1.813689, 1.047551, -0.456064)
C (-1.773514, 2.377373, -0.225244)
C (-2.484994, 3.262910, -0.993955)
H (-4.550710, 3.258043, -3.726861)
H (-3.426426, 4.551094, -3.268596)
H (-4.844702, 4.237690, -2.284902)
H (-3.922792, 1.003782, -3.047945)
H (-2.596201, -0.488163, -1.595147)
H (-1.182869, 2.703089, 0.614127)
H (-2.419330, 4.319455, -0.766791)
F (-0.934878, -1.883102, -0.260684)

Cartesian forces, eV/Å:
0.2 -0.6 0.4
0.1 0.0 0.0
0.0 -0.1 -0.3
0.1 0.2 0.0
-0.1 0.1 0.0
0.0 0.0 0.1
0.0 -0.2 -0.1
0.0 0.0 -0.1
0.1 0.0 0.1
0.0 -0.1 0.0
0.2 0.0 0.0
0.0 0.0 -0.1
-0.3 0.4 0.1
-0.1 0.0 0.0
0.0 0.0 0.0
0.0 0.0 0.0
0.0 -0.1 0.1
0.0 0.0 0.0
0.1 0.0 0.0
0.0 0.0 0.0
0.0 0.0 0.0
0.0 0.0 0.0
0.0 0.0 0.0
0.0 0.0 0.0
-0.1 0.0 0.0
0.1 0.0 -0.1
0.0 0.0 0.0
0.0 0.0 0.0
0.0 0.0 0.0
0.0 0.0 0.0
-0.1 -0.1 -0.1
0.0 -0.1 -0.2
0.0 -0.1 -0.1
-0.1 0.3 0.3
0.0 0.0 0.0
0.0 -0.1 0.0
-0.1 0.1 0.0
-0.1 0.0 0.0
0.0 0.1 0.0
0.0 -0.1 0.0
-0.1 -0.1 0.1
0.0 0.0 0.0
0.1 0.0 0.0
-0.1 0.0 0.0
0.2 0.0 -0.2
0.0 0.0 0.0
0.0 -0.1 -0.1
0.0 0.0 0.0
0.0 0.0 0.0
0.0 0.1 0.0
0.0 0.0 0.0
0.0 0.0 0.0
0.0 0.0 0.1
0.0 0.0 0.0
0.0 0.0 0.0
0.0 0.0 0.0
0.0 0.0 0.1
0.0 0.0 0.0
0.0 0.0 0.0
0.0 0.0 0.0
0.0 0.0 0.1
0.0 0.0 -0.1
0.0 0.0 0.0
-0.1 0.0 0.0
0.0 0.0 0.0
0.1 -0.1 0.0
0.0 0.0 0.0
0.0 0.0 0.0
0.0 0.0 0.0
0.0 0.0 0.0
0.0 -0.1 0.0
-0.1 0.1 0.1
-0.2 0.0 0.3
0.3 -0.2 -0.4
-0.1 0.0 0.0
0.1 0.0 0.1
0.0 0.0 0.0
0.0 0.0 0.0
0.0 0.0 0.0
0.0 0.0 0.0
0.0 0.0 0.0
0.1 0.0 0.0
0.0 0.0 0.0
-0.2 0.3 -0.1

Calculated atomic charges, method Mulliken, unit e:
1. Ir 2.37
2. C -0.51
3. C -0.83
4. O -0.54
5. C -0.54
6. C -0.75
7. O -0.59
8. C -0.67
9. C -0.67
10. O -0.47
11. C -0.52
12. C -0.98
13. O -0.54
14. H 0.43
15. H 0.56
16. H 0.12
17. H 0.58
18. H 0.42
19. H 0.44
20. H 0.24
21. H 0.55
22. H 0.03
23. H 0.57
24. H 0.55
25. H 0.45
26. H -0.39
27. H 0.59
28. H 0.62
29. H 0.36
30. C -0.74
31. Si 0.04
32. C -0.89
33. C -1.04
34. As 0.52
35. Si 0.75
36. C -1.15
37. C -1.21
38. C -1.36
39. Si 0.37
40. C -1.02
41. C -0.94
42. C -1.13
43. H 0.56
44. H 0.27
45. H 0.10
46. H 0.53
47. H 0.13
48. H 0.26
49. H 0.41
50. H 0.37
51. H 0.32
52. H 0.25
53. H 0.33
54. H 0.48
55. H 0.48
56. H 0.49
57. H 0.10
58. H 0.29
59. H 0.55
60. H 0.53
61. H 0.29
62. H 0.47
63. H 0.33
64. H 0.33
65. H 0.19
66. H 0.54
67. H 0.34
68. H 0.44
69. H 0.33
70. C -1.44
71. C 0.70
72. C -0.80
73. C -0.92
74. N 1.36
75. C -0.38
76. C -1.14
77. H 0.41
78. H 0.40
79. H 0.34
80. H 0.49
81. H 0.75
82. H 0.66
83. H 0.53
84. F -0.76